Record 1
Below is 2 unconnected molecules or ions with the total composition C4H7NS at a distorted geometry, with properties calculated with the ωB97M-V functional and the def2-TZVPD basis.

Properties
HOMO energy: -8.9 eV
LUMO energy: -0.33 eV
Frontier orbital gap: 8.57 eV

Last column: natural (NBO) charge in e.
Geometry (Å):
C -2.0072 -1.3610 -0.2928  0.010
C -1.2485 -2.2779 -0.4390  -0.253
C -2.8218 -0.2499 0.0240  -0.704
C 3.0937 1.4505 0.2517  -0.914
N 1.1154 -0.0981 -0.6395  -0.732
S 1.6111 1.2560 -0.7668  0.916
H -2.9761 -0.3104 1.0927  0.237
H -2.4324 0.7179 -0.2643  0.239
H -3.8361 -0.5322 -0.2688  0.239
H 3.9607 2.0085 -0.1151  0.242
H 3.2499 0.4224 0.6083  0.253
H 2.8161 2.0315 1.2237  0.236
H -0.5248 -3.0573 -0.4142  0.234

=====

Record 2
Below is C4H7NS in the gas phase at a distorted geometry, with properties calculated with the ωB97M-V functional and the def2-TZVPD basis.

Properties
HOMO energy: -8.8 eV
LUMO energy: -0.16 eV
SMILES: CN1C[C@@H]1C=S
Frontier orbital gap: 8.62 eV

Last column: natural (NBO) charge in e.
Geometry (Å):
C 1.4949 1.0140 0.3127  -0.413
C -0.1782 -0.6217 0.9657  -0.236
C -0.6642 -0.0436 -0.3114  -0.178
C -1.3505 -0.9764 -1.2600  -0.246
H 2.5033 0.7716 0.6957  0.214
H 0.9123 1.6549 1.1029  0.165
H 1.6260 1.6073 -0.5881  0.206
H -0.2030 0.0372 1.8228  0.196
H -0.3294 -1.6593 1.1892  0.206
H -1.0963 0.9703 -0.4035  0.214
H -0.8484 -1.9616 -1.2934  0.197
N 0.7505 -0.1968 -0.0558  -0.388
S -2.6171 -0.5960 -2.1767  0.063

=====

Record 3
Below is a molecular structure, C4H7NS2 at a distorted geometry, with properties calculated with the ωB97M-V functional and the def2-TZVPD basis.

Properties
HOMO energy: -8.2 eV
LUMO energy: -0.09 eV
Frontier orbital gap: 8.14 eV

Last column: natural (NBO) charge in e.
Geometry (Å):
C 0.0257 -2.6171 1.6341  -0.895
C -0.2641 -0.5106 -0.2205  -0.331
C -0.3120 0.9344 -0.0977  -0.426
C -0.2197 1.7412 -1.2049  0.112
H 1.1453 -3.1691 1.6557  0.254
H -0.3275 -3.3830 0.6132  0.258
H -0.6141 -3.1198 2.5376  0.253
H -0.3689 1.3963 0.8370  0.212
H -0.3290 1.0459 -2.1996  0.245
H 1.0154 3.3139 -1.9759  0.404
H 0.4843 3.6615 -0.3165  0.412
N 0.2556 3.0348 -1.1615  -0.832
S -0.3986 -0.9226 1.4358  0.386
S -0.0923 -1.4059 -1.5367  -0.053

=====

Record 4
Below is C4H7NS2 in the gas phase at a distorted geometry, with properties calculated with the ωB97M-V functional and the def2-TZVPD basis.

Properties
HOMO energy (alpha / beta): -7.6 / -7.6 eV
LUMO energy (alpha / beta): -2.03 / -2.03 eV
Frontier orbital gap (alpha / beta): 5.54 / 5.54 eV

Last column: natural (NBO) charge in e.
Geometry (Å):
C -0.9043 0.0533 0.7432  0.042
C -1.6584 0.1932 1.8414  -0.277
C 1.6861 0.9478 -1.7799  -0.996
C -1.1854 -1.0614 -0.1493  -0.138
N 0.2378 0.7990 0.4845  -0.886
S 1.4108 -1.9396 -0.1593  -0.386
S 1.4354 0.1560 -0.2933  1.222
H -1.7057 1.2433 2.4028  0.231
H -2.5047 -0.4617 1.9322  0.195
H 2.5663 1.0503 -2.2817  0.223
H 0.7863 1.1586 -2.4212  0.231
H -1.9003 -1.7911 0.2395  0.230
H -0.8624 -0.7742 -1.0619  0.206
H 2.5985 0.4266 0.5028  0.104

=====

Record 5
Below is a molecular structure, C4H7NS3 at a distorted geometry, with properties calculated with the ωB97M-V functional and the def2-TZVPD basis.

Properties
HOMO energy: -8.5 eV
LUMO energy: -0.18 eV
Frontier orbital gap: 8.36 eV

Last column: natural (NBO) charge in e.
Geometry (Å):
C 0.8243 -0.1390 -0.4568  -0.337
C 1.1074 1.3790 -0.3675  -0.231
C -0.2873 0.0835 0.6759  -0.147
C -1.6708 -0.4078 0.1594  -0.379
H 1.7369 -2.2991 -0.2134  0.120
H 0.1981 -0.3922 -1.4094  0.245
H 1.1120 1.8141 -1.6130  0.197
H 2.3051 1.8704 0.0130  0.210
H 0.1509 1.9547 1.5430  0.376
H -0.1125 -0.2064 1.7555  0.224
H -2.9144 -2.2998 -0.5514  0.164
N -0.1038 1.4312 0.5274  -0.616
S 2.3175 -1.1695 0.0292  -0.013
S -1.6840 -2.0499 0.1062  0.133
S -2.9792 0.4310 -0.1981  0.054

=====

Record 6
Below is a molecular structure, C4H7NaO at a distorted geometry, with properties calculated with the ωB97M-V functional and the def2-TZVPD basis.

Properties
HOMO energy (alpha / beta): -14.6 / -14.6 eV
Charge: +1
Multiplicity: 2
LUMO energy (alpha / beta): -4.45 / -6.58 eV
⟨S²⟩: 0.75
Frontier orbital gap (alpha / beta): 10.12 / 8.02 eV

Last column: natural (NBO) charge in e.
Geometry (Å):
C -1.4703 -0.0226 -0.0809  -0.384
C -0.0634 0.0759 -0.5756  -0.289
C 0.8591 1.1489 -0.0657  -0.164
O 2.1139 0.7309 0.1955  -0.346
Na 2.4403 -1.5011 0.4065  0.983
H -1.8032 0.7385 0.6268  0.235
H 0.1395 -0.2699 -1.5924  0.233
H -2.2221 -0.3550 -0.7969  0.247
H 0.4919 1.6362 0.8719  0.260
C -0.5022 -1.0466 0.4324  -0.487
H -0.2022 -0.9551 1.4813  0.215
H -0.5628 -2.0625 0.0377  0.230
H 0.7813 1.8824 -0.9406  0.269

=====

Record 7
Below is a gas-phase ion, C4H7O2 (charge -1) at a distorted geometry, with properties calculated with the ωB97M-V functional and the def2-TZVPD basis.

Properties
HOMO energy: -1.8 eV
Charge: -1
LUMO energy: 4.45 eV
SMILES: [O-]/C=C\CCO
Frontier orbital gap: 6.23 eV

Last column: natural (NBO) charge in e.
Geometry (Å):
O 1.5474 -1.3918 1.2685  -0.694
C 1.7600 -0.3553 0.6301  0.338
C 0.8444 0.6724 0.2924  -0.702
C -0.2713 0.5796 -0.7254  -0.444
C -1.5466 -0.1554 -0.2446  -0.058
O -1.2601 -1.2866 0.5344  -0.762
H 2.8219 -0.2247 0.2847  0.048
H -0.4708 -1.0321 1.0578  0.499
H 1.2113 1.6878 0.4423  0.175
H -0.0175 -0.1344 -1.5439  0.151
H -0.2926 1.5223 -1.2570  0.200
H -2.1956 -0.4768 -1.0647  0.136
H -2.1305 0.5949 0.3254  0.112

=====

Record 8
Below is 2 unconnected molecules or ions with the total composition C4H7O3 at a distorted geometry, with properties calculated with the ωB97M-V functional and the def2-TZVPD basis.

Properties
HOMO energy (alpha / beta): -1.4 / -1.4 eV
Charge: -1
LUMO energy (alpha / beta): 3.90 / 3.90 eV
Frontier orbital gap (alpha / beta): 5.30 / 5.30 eV

Last column: natural (NBO) charge in e.
Geometry (Å):
C -2.7426 0.2724 -0.2632  1.002
C 0.9150 -0.8608 -0.8440  -0.663
C 0.7041 1.1467 0.4045  -0.675
C 0.1600 -0.2019 0.2722  -0.084
O -2.5194 0.8986 -1.1962  -0.574
O -3.4561 -0.2044 0.5499  -0.605
O 0.1959 -1.1060 1.4080  -0.807
H 0.6411 -2.0017 -1.0034  0.184
H 1.9810 -0.8649 -0.5830  0.123
H 0.7116 -0.3739 -1.8347  0.186
H 1.7646 1.2332 0.8712  0.111
H -0.0920 1.8374 0.8460  0.193
H 0.7698 1.4380 -0.5903  0.201
H 0.9670 -1.2127 1.9630  0.406

=====

Taking the records one at a time from the top gives E_tot values of -16581.87444; -16584.66673; -27418.58477; -27414.27780; -38252.88744; -10716.94914; -8355.02651; -10402.35689 eV.
Taking the records one at a time from the top gives energy relative to the best compared isomer or geometry (same formula, charge and spin) values of 487.9; 218.5; 314.6; 730.2; 409.0; 0.0; 294.3; 339.0 kJ/mol.